A molecular structure, C27H31ClN4O8Yb at a distorted geometry. Source: the OMol25 dataset; level of theory: the ωB97M-V functional and the def2-TZVPD basis.

Geometry (Å):
Yb (0.62620, 0.92614, 0.65365)
Cl (1.30801, -0.40377, -1.41895)
N (1.52579, -1.29225, 1.36672)
N (-0.11630, 2.26807, -1.35952)
C (2.55212, -1.14746, 2.16110)
C (0.82509, 3.05384, -1.80214)
C (1.40908, -2.76123, 1.10082)
C (2.08304, -3.32671, 2.34398)
C (2.19697, -3.20732, -0.11709)
C (-0.03655, -3.17778, 0.94621)
H (3.27300, -3.04643, 0.03020)
H (1.87489, -2.62858, -0.99196)
H (2.00928, -4.27803, -0.28056)
H (-0.58817, -2.90613, 1.85232)
H (-0.08519, -4.26657, 0.80314)
H (-0.49237, -2.68525, 0.08080)
C (-1.08695, 2.04735, -2.48574)
C (-0.59977, 3.04479, -3.53251)
C (-2.50900, 2.32691, -2.02658)
C (-1.02576, 0.66147, -3.08805)
H (0.01321, 0.39883, -3.32428)
H (-1.63123, 0.65343, -4.00928)
H (-1.41611, -0.08666, -2.39013)
H (-2.56815, 3.32032, -1.57179)
H (-2.82352, 1.56912, -1.30139)
H (-3.18181, 2.27790, -2.89228)
O (0.70518, 3.48567, -3.05811)
H (-1.24233, 3.93276, -3.60411)
H (-0.44637, 2.62000, -4.52975)
O (2.98648, -2.23717, 2.78260)
H (2.70734, -4.21225, 2.18692)
H (1.36780, -3.51142, 3.15633)
C (3.27151, 0.15860, 2.34617)
C (2.03477, 3.52987, -1.04200)
C (2.96677, 2.39541, -0.71750)
H (1.64779, 3.97355, -0.10667)
H (2.52649, 4.30597, -1.64159)
C (2.79510, 1.69062, 0.42564)
C (3.57801, 0.73266, 0.98240)
H (-1.91097, 0.53970, 1.69171)
C (4.63852, 0.28034, 0.14634)
C (4.83094, 0.89918, -1.09390)
C (5.49530, -0.85822, 0.57843)
C (4.02756, 1.95091, -1.55318)
H (5.64213, 0.53976, -1.73951)
C (4.22974, 2.58565, -2.88425)
H (5.13483, 2.18088, -3.34738)
H (4.34013, 3.67218, -2.78165)
H (3.38440, 2.40747, -3.56504)
H (5.66745, -0.86071, 1.65982)
H (6.46198, -0.80004, 0.06576)
H (5.05145, -1.83134, 0.31866)
H (4.16777, -0.00098, 2.96258)
H (2.57553, 0.81723, 2.89700)
O (-1.51323, 0.05771, 0.94764)
C (-2.46312, -0.76992, 0.38106)
O (-2.22039, -1.35257, -0.65647)
C (-3.73668, -0.83145, 1.13400)
C (-4.79889, -1.47130, 0.47376)
C (-6.08611, -1.47344, 1.04628)
C (-6.29697, -0.94977, 2.32659)
C (-5.21987, -0.36709, 2.99892)
C (-3.93217, -0.29257, 2.42239)
N (-5.40353, 0.14316, 4.33268)
O (-6.54406, 0.09297, 4.84472)
O (-4.40833, 0.60824, 4.92946)
N (-7.19911, -1.96713, 0.28302)
O (-6.98473, -2.40727, -0.86650)
O (-8.33704, -1.93094, 0.80074)
H (-4.61508, -1.93463, -0.48789)
H (-7.28123, -1.00624, 2.78592)
H (-3.13057, 0.13195, 3.02128)

Values from the calculation:
Calculated total energy   -3487.2137 Ha
Net charge   -1
HOMO level (alpha / beta)   -3.08 / -4.15 eV
Orbital gap (alpha / beta)   4.67 / 5.89 eV
Spin multiplicity   2

These are the Mulliken partial charges, in e, on atoms 1 to 8: Yb 0.37; Cl -0.51; N 0.22; N -0.20; C 0.57; C 0.59; C 1.59; C -0.90